The following is a DFT calculation (ωB97M-V/def2-TZVPD) of a molecular structure, C6H18AlO3 in a non-equilibrium geometry.

Positions of all 28 atoms, in Å:
Al (-7.52866, -1.91894, -26.16013)
C (-2.10166, -0.33498, -22.76871)
C (-2.83504, -0.92344, -23.98635)
O (-4.06197, -0.23117, -24.22165)
H (-1.80719, 0.69185, -22.98548)
H (-1.17714, -0.88735, -22.60059)
H (-2.73413, -0.35269, -21.88115)
H (-3.04042, -1.98989, -23.89353)
H (-2.26559, -0.77378, -24.90363)
H (-3.82232, 0.69230, -24.11502)
C (-9.98361, 3.73132, -25.40136)
C (-8.70615, 3.02390, -25.72283)
O (-8.94343, 2.07677, -26.75207)
H (-10.69337, 3.12651, -24.83695)
H (-10.47148, 4.03627, -26.32716)
H (-9.89587, 4.60878, -24.76068)
H (-8.32008, 2.52045, -24.83651)
H (-7.95481, 3.72801, -26.08036)
H (-9.23520, 2.61578, -27.49095)
C (-9.01682, -0.48836, -32.24111)
C (-9.44975, -1.13064, -30.95447)
O (-8.23556, -1.62838, -30.31753)
H (-9.88790, 0.04445, -32.62249)
H (-8.59161, -1.20988, -32.93874)
H (-8.14028, 0.13831, -32.07659)
H (-10.05361, -2.00506, -31.19702)
H (-10.02458, -0.45533, -30.32072)
H (-7.73892, -2.11983, -30.97588)

* relative energy (zero: lowest compared OMol25 entry of this formula, charge and spin): 298.6 kJ/mol
* E_HOMO: -19.2 eV
* gap between HOMO and LUMO: 1.8 eV
* M: 165.19 g/mol
* charge: +3
* strongest force on any atom: 2.54 eV Å⁻¹
* E_LUMO: -17.41 eV
* electronic energy: -706.1185 Ha

Calculated atomic charges, method Mulliken, unit e: 1.003 -1.034 -0.073 -0.295 0.426 0.330 0.345 0.325 0.306 0.371 -0.995 -0.034 -0.300 0.304 0.370 0.340 0.270 0.281 0.365 -1.042 -0.032 -0.340 0.328 0.407 0.366 0.293 0.338 0.377



The following is a DFT calculation (ωB97M-V/def2-TZVPD) of a molecular structure, C6H18B2FInO3P.

Positions of all 32 atoms, in Å:
C (1.77297, -2.58982, 0.65608)
B (0.37859, -1.87075, 0.88974)
O (-0.36912, -2.37262, 1.97128)
In (-0.23256, -0.17183, -0.55546)
C (-2.36420, 0.46725, -0.76416)
C (-3.09079, 0.89277, 0.50969)
C (-3.05422, -0.14383, 1.60424)
F (-3.59682, -1.35323, 1.14921)
B (0.40700, -0.75767, -2.71333)
O (-0.34694, -0.43908, -3.83044)
O (1.48369, -1.57543, -3.03910)
P (0.94503, 1.98162, 0.18959)
C (2.25062, 2.36708, -1.08394)
C (2.02725, 1.59095, 1.66420)
H (2.22264, -2.96776, 1.58289)
H (1.57993, -3.45186, 0.00297)
H (2.49515, -1.95915, 0.13033)
H (-0.13464, -2.00346, 2.82327)
H (-2.94060, -0.30041, -1.28906)
H (-2.32767, 1.33678, -1.43333)
H (-2.63223, 1.80845, 0.90130)
H (-4.14998, 1.13090, 0.32791)
H (-3.65973, 0.15887, 2.46528)
H (-2.03442, -0.35425, 1.93349)
H (-1.10841, 0.07630, -3.55292)
H (2.18720, -1.46507, -2.39804)
H (2.50268, 3.43016, -1.06278)
H (1.85429, 2.13343, -2.07417)
H (3.17366, 1.79632, -0.94518)
H (2.26599, 0.53006, 1.77959)
H (1.52803, 1.93225, 2.57344)
H (2.96759, 2.14305, 1.58740)

* E_HOMO: -3.4 eV
* gap between HOMO and LUMO: 6.3 eV
* M: 324.62 g/mol
* charge: -1
* strongest force on any atom: 0.51 eV Å⁻¹
* E_LUMO: 2.93 eV
* electronic energy: -1146.2945 Ha

Calculated atomic charges, method Mulliken, unit e: -0.902 -0.031 -0.616 0.623 -1.012 -0.602 -0.144 -0.328 0.308 -0.685 -0.672 0.209 -1.065 -1.066 0.248 0.316 0.166 0.276 0.336 0.345 0.240 0.347 0.314 0.059 0.283 0.283 0.375 0.242 0.271 0.221 0.280 0.382



The following is a DFT calculation (ωB97M-V/def2-TZVPD) of a molecular structure, C6H18BF4N4V.

Positions of all 34 atoms, in Å:
V (0.04197, -0.15864, -0.80097)
N (-1.10818, -1.83153, -0.45037)
C (-1.68139, -1.83595, 0.93497)
C (-0.57163, -1.41413, 1.87672)
N (0.04294, -0.13173, 1.39143)
C (1.45624, -0.00547, 1.88824)
C (2.34643, 0.64132, 0.84038)
N (2.06405, -0.04001, -0.46391)
C (-0.80670, 1.01791, 1.85297)
C (-0.75072, 2.17501, 0.87274)
N (-0.99095, 1.61215, -0.49139)
H (-0.55166, -2.67512, -0.59054)
H (-1.84020, -1.89429, -1.15804)
H (-2.52002, -1.14453, 0.95439)
H (-2.05889, -2.81684, 1.21036)
H (-0.94130, -1.31662, 2.89841)
H (0.19765, -2.18581, 1.87925)
H (1.50032, 0.55074, 2.82371)
H (1.83498, -1.00574, 2.09400)
H (2.13615, 1.69977, 0.71833)
H (3.39093, 0.54694, 1.12395)
H (2.50763, 0.45054, -1.24086)
H (2.49510, -0.96461, -0.46555)
H (-1.83779, 0.67193, 1.92244)
H (-0.51009, 1.33976, 2.85066)
H (-1.49223, 2.92547, 1.13300)
H (0.21845, 2.66488, 0.87535)
H (-1.98783, 1.44038, -0.61900)
H (-0.75731, 2.28515, -1.22026)
F (-0.03633, -0.08293, -2.53799)
B (0.05167, -0.12955, -5.03256)
F (1.34431, 0.15303, -4.97153)
F (-0.83613, 0.84904, -5.08330)
F (-0.34950, -1.39051, -5.01500)

* relative energy (zero: lowest compared OMol25 entry of this formula, charge and spin): 63.5 kJ/mol
* E_HOMO (alpha / beta): -17.9 / -18.8 eV
* gap between HOMO and LUMO (alpha / beta): 10.2 / 11.6 eV
* M: 283.99 g/mol
* multiplicity: 3
* charge: +2
* strongest force on any atom: 0.73 eV Å⁻¹
* E_LUMO (alpha / beta): -7.76 / -7.26 eV
* electronic energy: -1826.4802 Ha
* expectation value of S²: 2.01

Calculated atomic charges, method Mulliken, unit e: 0.792 -0.478 -0.603 -0.683 0.736 -0.703 -0.482 -0.533 -0.825 -0.676 -0.428 0.321 0.319 0.378 0.459 0.319 0.382 0.297 0.380 0.289 0.462 0.330 0.312 0.373 0.417 0.462 0.285 0.305 0.352 -0.570 0.659 -0.220 -0.214 -0.215